Here is 2 unconnected molecules or ions with the total composition C6H14N2O2 at a distorted geometry from the OMol25 dataset. Energies are from the ωB97M-V functional and the def2-TZVPD basis.

XYZ file:
```
24
Properties=species:S:1:pos:R:3
C -1.69 0.42 -1.45
O -2.13 -0.69 -1.29
H -2.21 1.36 0.23
H 0.22 -0.43 3.50
N 0.61 -0.71 1.42
H -3.57 1.42 -1.12
H 0.03 1.31 -2.38
H 3.51 0.24 0.24
C 0.02 -0.81 -2.69
H 2.47 1.49 0.19
C -2.50 1.59 -0.78
C 2.41 0.41 0.30
C -0.23 -1.03 2.60
H -0.49 -1.77 -2.30
O 2.27 0.29 2.64
H 0.04 -0.61 -3.80
H 0.11 -0.46 0.59
N -0.47 0.49 -2.03
H -2.40 2.62 -1.26
H -0.41 -2.09 2.90
H -1.33 -0.56 2.36
C 1.77 0.00 1.61
H 2.16 -0.17 -0.66
H 1.10 -1.05 -2.51
```

Computed properties:
Energy above the lowest of the compared OMol25 structures with the same formula, charge and spin = 60.1 kcal per mole
HOMO-LUMO gap = 10.37 eV
Maximum force = 3.722 eV/Å

Here is 5 unconnected molecules or ions with the total composition C34H63F3NO15P2S from the OMol25 dataset. Energies are from the ωB97M-V functional and the def2-TZVPD basis.

XYZ file:
```
119
Properties=species:S:1:pos:R:3
O 1.09 -2.20 -0.65
H -3.80 4.56 -0.97
C 3.99 4.28 -2.11
H 11.03 -2.76 0.28
H 1.15 -0.49 0.88
C -4.75 -4.31 -1.68
O -5.03 -9.09 0.05
C -0.73 0.63 -0.32
H -2.89 10.55 2.48
C -4.10 -11.35 -0.13
H -6.67 -5.95 0.43
H 3.47 2.66 1.54
N 0.62 2.60 -0.41
H -1.57 6.01 -1.38
H -2.14 4.31 -2.56
H 8.54 -0.63 -0.86
C 4.88 -1.33 -2.55
H 1.85 3.02 2.16
H 2.85 2.44 -2.03
O -1.23 -3.07 -1.05
C 4.80 -1.63 -1.07
H -2.76 2.80 -3.18
C -4.22 -3.80 -0.36
H -5.49 -10.63 1.38
C -1.57 2.59 -1.45
H 8.11 -1.13 0.78
H -5.34 -3.54 -2.18
O 2.66 0.45 -0.08
H 0.08 9.64 3.75
O -2.35 8.00 1.35
H 3.02 4.33 1.92
C -2.57 3.36 -2.27
H -6.98 -10.60 -1.64
C -1.73 1.27 -1.07
H 4.97 4.53 -1.70
C 8.78 -1.33 -0.06
H 9.55 -2.51 2.35
C -1.93 10.23 2.08
C 8.52 -2.73 -0.56
F -5.73 4.92 -2.24
C -5.12 3.72 -2.41
C 0.04 6.52 -0.06
C 2.65 3.38 1.52
S -0.29 -2.00 -0.98
H -2.91 -0.97 -1.58
O 9.24 -3.76 -0.10
H -2.03 8.73 5.78
C -0.90 5.52 -0.68
H 0.31 6.26 0.96
O -3.70 0.82 -2.97
H 0.95 6.56 -0.65
H 11.00 -4.49 0.51
H -0.84 10.01 6.05
H 3.37 -1.19 0.93
C -1.44 9.50 5.30
C 3.75 -0.23 0.55
C -0.55 8.89 4.24
H 1.71 0.94 1.70
H -5.39 -5.19 -1.55
C -3.89 3.62 -1.52
H 0.12 8.16 4.69
C -1.86 8.72 2.18
H -6.01 -6.14 2.07
O -5.26 -3.33 0.51
P 2.10 3.73 -0.18
H 5.68 -2.18 -0.73
C 10.14 -3.41 2.15
H 4.12 0.36 1.39
H 9.57 -4.26 2.52
O -0.18 4.48 -1.45
H -3.25 -10.96 -0.69
H 3.90 -2.21 -0.88
H -3.60 -4.54 0.15
H -1.13 10.75 2.60
P -3.26 0.38 -1.63
O 4.74 -0.37 -0.37
H -4.84 -11.69 -0.84
H 4.89 -3.26 -2.88
H -3.60 -2.92 -0.51
H -3.92 -4.59 -2.33
H -0.43 7.49 -0.09
H -2.00 -0.99 0.30
O -6.52 -7.88 -0.99
H -4.16 0.59 -0.58
O -6.69 -3.66 2.13
C -6.24 -8.95 -0.54
H -3.77 -12.20 0.47
H -0.35 -1.31 -2.14
H -2.13 10.23 4.87
C 0.45 1.28 -0.02
C -4.66 -10.27 0.78
H 4.14 4.00 -3.15
C -5.87 -5.64 1.11
C -5.97 -4.16 1.32
H -7.03 -10.89 0.11
F -6.03 2.78 -2.11
C 10.43 -3.58 0.68
H -3.89 -9.92 1.47
O -1.30 8.15 3.26
O 5.15 -2.46 -3.34
C -0.38 3.23 -1.09
H 5.64 -0.57 -2.75
F -4.82 3.61 -3.71
C -0.95 -0.78 0.17
H -4.06 2.86 -0.76
C -7.15 -10.14 -0.67
C 1.52 0.52 0.71
C 3.37 3.10 -1.34
H -1.89 10.49 1.03
H 3.91 -0.90 -2.84
H -8.18 -9.78 -0.63
H -4.92 -5.98 0.69
H 11.07 -3.34 2.72
H 4.11 2.50 -0.83
H -1.49 4.99 0.07
H 3.36 5.17 -2.08
O 7.62 -2.96 -1.33
H -0.47 -0.99 1.11
H 9.81 -1.15 0.26
```

Computed properties:
Charge = +1
HOMO-LUMO gap = 7.15 eV
Maximum force = 0.939 eV/Å

The highest maximum force belongs to which entry? C6H14N2O2

Which value of HOMO-LUMO gap does entry 2 give? 7.15 eV

What is the formula in the first record? C6H14N2O2

Which value of maximum force does entry 2 give? 0.939 eV/Å